A cluster of 2 separate species, HN2O3S in total. Source: the OMol25 dataset; level of theory: ωB97M-V/def2-TZVPD.

## Properties
Energy relative to the best compared isomer or geometry (same formula, charge and spin) ... 90.2 kcal/mol
HOMO ... -3.19 eV
Orbital gap ... 7.3 eV

```
! RIJCOSX wB97M-V def2-TZVPD def2/J DEFGRID3
* xyz -1 1
N 2.651 2.476 -2.376
N 2.728 1.891 -1.429
O -0.189 0.085 1.180
O 3.071 1.190 -0.588
O 0.575 1.103 -0.903
S 0.112 1.381 0.504
H -1.292 1.845 0.340
*
```

***

A structure of composition C9H36BeN18O13S. Source: the OMol25 dataset; level of theory: ωB97M-V/def2-TZVPD.

## Properties
Energy relative to the best compared isomer or geometry (same formula, charge and spin) ... 16.4 kcal/mol
HOMO ... -8.98 eV
Orbital gap ... 5.6 eV

```
! RIJCOSX wB97M-V def2-TZVPD def2/J DEFGRID3
* xyz 0 1
Be 3.565 -8.265 18.729
S 6.062 -9.211 17.462
O 6.654 -9.169 16.129
O 5.875 -7.850 17.990
O 4.701 -9.776 17.399
O 6.938 -9.878 18.432
C 6.787 -7.902 12.956
O 7.037 -7.469 11.837
N 7.693 -8.183 13.929
N 5.536 -8.258 13.347
H 7.417 -8.572 14.828
H 8.667 -8.129 13.673
H 5.470 -8.509 14.321
H 4.666 -8.117 12.868
C 9.869 -11.797 19.267
O 10.680 -12.673 19.541
N 10.241 -10.523 18.930
N 8.534 -12.003 19.235
H 9.487 -9.873 18.805
H 11.183 -10.261 18.708
H 7.969 -11.232 18.879
H 8.160 -12.893 19.507
C 4.802 -13.426 17.668
O 4.484 -14.520 18.102
N 5.977 -13.146 17.025
N 3.920 -12.381 17.600
H 5.941 -12.379 16.372
H 6.860 -13.578 17.224
H 4.314 -11.443 17.529
H 2.969 -12.528 17.884
C 4.128 -11.674 13.816
O 3.460 -10.642 13.873
N 3.510 -12.885 13.817
N 5.474 -11.644 13.947
H 4.065 -13.718 13.746
H 2.515 -12.805 13.718
H 6.036 -10.812 13.929
H 5.908 -12.548 14.042
C 5.573 -9.043 21.559
O 4.748 -8.663 20.695
N 6.715 -9.642 21.189
N 5.385 -9.023 22.878
H 6.772 -9.825 20.192
H 7.464 -9.854 21.822
H 4.632 -8.617 23.403
H 5.948 -9.652 23.424
C 3.778 -6.204 16.139
O 3.237 -7.107 16.794
N 5.063 -5.822 16.326
N 3.199 -5.498 15.134
H 5.489 -6.443 17.007
H 5.639 -5.341 15.660
H 2.221 -5.309 15.304
H 3.702 -4.771 14.659
C 10.250 -10.668 15.019
O 10.425 -9.670 14.336
N 9.159 -10.902 15.788
N 11.053 -11.781 14.929
H 9.095 -11.564 16.541
H 8.330 -10.365 15.591
H 11.831 -11.784 14.295
H 10.826 -12.641 15.392
C 4.851 -5.320 19.619
O 3.855 -5.995 19.320
N 4.786 -3.975 19.820
N 6.131 -5.742 19.647
H 5.576 -3.388 19.635
H 3.813 -3.708 19.836
H 6.764 -5.223 20.234
H 6.605 -6.492 19.170
C 9.469 -6.882 17.977
O 10.459 -6.192 18.230
N 8.941 -6.963 16.737
N 8.775 -7.576 18.893
H 9.458 -6.519 15.996
H 8.002 -7.270 16.560
H 7.956 -8.114 18.621
H 9.239 -7.857 19.741
*
```

***

A structure of composition C2H6N4O6S3. Source: the OMol25 dataset; level of theory: ωB97M-V/def2-TZVPD.

## Properties
HOMO (alpha / beta) ... -7.62 / -10.19 eV
Orbital gap (alpha / beta) ... 5.9 / 7.5 eV

```
! RIJCOSX wB97M-V def2-TZVPD def2/J DEFGRID3
* xyz 0 3
C -0.640 -2.030 0.293
C -2.641 1.484 -0.645
N -0.022 -0.737 0.498
N -1.998 0.222 -0.357
N 1.020 -0.673 1.302
N -0.777 0.280 0.106
O 0.897 1.927 1.375
O 3.057 -0.262 2.441
O 3.278 -0.847 -0.232
O 1.780 -2.119 -1.711
O 1.425 0.938 -0.773
O -0.235 2.736 -0.658
S 2.251 0.232 1.344
S 2.755 -1.109 -1.590
S 0.405 1.670 0.016
H -0.041 -2.712 0.842
H -0.594 -2.361 -0.858
H -1.639 -2.042 0.819
H -2.317 2.292 0.054
H -3.653 1.385 -0.596
H -2.309 1.725 -1.670
*
```

***

A structure of composition C4H5N3O2. Source: the OMol25 dataset; level of theory: ωB97M-V/def2-TZVPD.

## Properties
Energy relative to the best compared isomer or geometry (same formula, charge and spin) ... 152.2 kcal/mol
HOMO (alpha / beta) ... -10.09 / -10.09 eV
Orbital gap (alpha / beta) ... 8.0 / 8.0 eV

```
! RIJCOSX wB97M-V def2-TZVPD def2/J DEFGRID3
* xyz 0 1
C -2.032 -1.139 -0.842
C -2.050 -1.890 0.388
C 1.751 1.772 2.476
C -0.656 -0.998 -0.843
N -0.766 -2.031 0.728
N 0.217 -1.582 -0.069
N 1.657 1.483 -1.731
O 0.921 2.377 2.003
O 2.612 1.170 2.967
H -2.901 -0.893 -1.450
H -2.856 -2.263 0.975
H 1.987 1.342 -0.753
H 0.692 2.020 -1.678
H 1.424 0.632 -2.173
*
```

***

Electronic energy? In order: -733.97241, -2741.56338, -1944.51432, -469.99717 Ha.